[1]
Density functional theory data (the ωB97M-V functional and the def2-TZVPD basis) for 2 unconnected molecules or ions with the total composition C3H5NO4 in a non-equilibrium geometry.

Each line ends with the Mulliken charge.
CARTESIAN COORDINATES (ANGSTROEM)
C 1.32306 -1.23695 0.93726  -0.94
C 0.40018 -1.41382 -0.25492  0.69
O 0.51194 -2.30672 -1.05925  -0.50
C -0.67197 -0.27106 -0.34015  -0.34
O 0.37198 0.47653 -0.75171  -0.40
O -1.37750 2.21094 -1.26978  -0.07
N -1.15297 2.78835 -0.09966  0.34
O -1.68590 3.93653 -0.31169  -0.33
H 0.91121 -0.53163 1.67037  0.30
H 1.60534 -2.17289 1.41136  0.37
H 2.24881 -0.85172 0.51969  0.26
H -1.37729 -0.54221 -1.14634  0.29
H -1.10688 -0.08536 0.69483  0.33

Cartesian forces (eV/Å) of the 2 atoms listed first:
C 0.0 0.1 0.0
C 1.0 -2.2 1.0

Values from the calculation:
HOMO energy (alpha / beta): -10.65 / -10.20 eV
total charge: 0
orbital gap (alpha / beta): 8.451 / 7.056 eV
relative energy (zero: lowest compared OMol25 entry of this formula, charge and spin): 8.9084 eV
strongest force on any atom: 5.008 eV/Å
DFT total energy: -12863.9668 eV
molecular weight: 119.08 g mol⁻¹

***

[2]
Density functional theory data (the ωB97M-V functional and the def2-TZVPD basis) for a molecular structure, C34H57N3O2PmSi in a non-equilibrium geometry.

Each line ends with the Mulliken charge.
CARTESIAN COORDINATES (ANGSTROEM)
O -1.73027 0.46271 -0.33030  0.40
O -0.35529 1.65150 -3.19473  -0.05
C -2.94302 -0.19722 -0.86095  -0.17
C -4.15083 -0.07709 0.04657  -1.13
H -2.68122 -1.25548 -1.01118  0.44
H -3.12545 0.23077 -1.85958  0.08
H -3.97412 -0.53844 1.02496  0.10
H -4.99378 -0.60895 -0.41223  0.51
H -4.45844 0.96275 0.19919  0.24
C -1.92679 1.77840 0.31092  -0.09
C -2.47459 2.81684 -0.64585  -1.37
H -0.94367 2.07403 0.71895  0.10
H -2.61116 1.60115 1.15579  0.18
H -1.97791 2.77936 -1.62198  -0.01
H -2.31221 3.81921 -0.23148  0.49
H -3.55070 2.68891 -0.78034  0.34
C 0.91521 2.31035 -3.38801  0.24
C -1.30139 1.90290 -4.25084  -0.49
C 1.15474 3.40641 -2.37166  -1.20
H 0.98395 2.72485 -4.41069  0.50
H 1.68440 1.53215 -3.28766  -0.33
H 0.41460 4.21314 -2.46896  0.36
H 2.14926 3.83822 -2.54014  0.44
H 1.13406 3.02054 -1.34397  -0.01
C -1.63026 3.37188 -4.41951  -1.24
H -2.19737 1.33019 -3.98117  0.27
H -0.90362 1.49872 -5.19727  0.38
H -1.95624 3.81828 -3.47321  0.24
H -2.44273 3.47632 -5.14554  0.43
H -0.77340 3.93326 -4.80834  0.34
H -0.40559 -0.11720 -1.80922  -0.23
N -0.37529 -0.85324 3.10493  1.23
C 0.39104 -1.31407 4.10935  0.95
C 1.77004 -1.54761 4.01513  -1.79
C 2.61233 -1.20366 2.95350  1.15
C -0.25135 -1.55190 5.45057  -1.65
H -1.22798 -2.04523 5.37871  0.25
H -0.38227 -0.61278 6.00639  0.24
H 0.40988 -2.19482 6.03769  0.51
C 4.10173 -1.20138 3.16065  -1.47
H 4.53173 -0.22658 2.88690  0.28
H 4.59768 -1.97540 2.55432  0.26
H 4.32486 -1.39579 4.21555  0.48
N 2.12733 -0.88982 1.74931  0.99
C -1.63237 -0.23507 3.41850  0.01
C -2.82696 -0.98119 3.32123  0.60
C -2.81060 -2.42219 2.89670  -1.27
C -4.03229 -0.36449 3.65981  -0.39
H -4.95756 -0.94857 3.58245  0.45
C -4.04783 0.95849 4.10986  -1.00
H -4.99584 1.42792 4.37169  0.44
C -2.85235 1.67255 4.24909  -1.20
H -2.86203 2.69758 4.63157  0.45
C -1.63375 1.07800 3.93780  0.99
C -0.33432 1.78239 4.20208  -1.46
C 2.92798 -0.47713 0.63865  -0.98
C 3.40279 -1.45062 -0.27530  1.26
C 3.20750 -2.91607 -0.00185  -1.38
C 3.97681 -1.01167 -1.47166  -0.69
H 4.33620 -1.74814 -2.19104  0.46
C 4.08764 0.35938 -1.73800  -1.09
H 4.53188 0.69844 -2.67745  0.44
C 3.65951 1.29889 -0.80687  -0.83
H 3.77458 2.36829 -1.00938  0.48
C 3.09101 0.90946 0.39799  1.17
C 2.59701 1.94015 1.37555  -1.26
Pm 0.05173 -0.92000 0.78407  0.04
H -2.95631 -2.53777 1.80998  0.13
H -3.64440 -2.95439 3.38568  0.50
H -1.88375 -2.94213 3.16706  0.30
H 0.37030 1.70114 3.35846  0.16
H 0.17354 1.37989 5.09620  0.28
H -0.51184 2.85187 4.38554  0.47
H 3.86167 -3.49966 -0.66599  0.50
H 2.17544 -3.26598 -0.18546  0.15
H 3.45661 -3.18317 1.03559  0.22
H 2.72721 1.64144 2.42557  0.37
H 1.52914 2.18480 1.21498  0.06
H 3.14920 2.88295 1.23409  0.55
H 2.25934 -1.93601 4.90755  0.36
C 0.33170 -0.98197 -1.88043  2.22
Si 0.45953 -1.73256 -3.64175  0.33
H 1.34637 -0.63434 -1.60604  -1.23
H 0.00255 -1.88362 -1.28762  -0.09
C -1.26871 -1.78780 -4.34840  -0.88
C 1.17160 -3.45586 -3.40581  -1.15
C 1.61042 -0.74433 -4.75362  -0.93
H 1.92042 -1.35440 -5.61409  0.49
H 2.52394 -0.42916 -4.23414  0.24
H 1.12204 0.15411 -5.14942  0.17
H -1.89516 -2.49055 -3.77848  0.33
H -1.26921 -2.11084 -5.40066  0.37
H -1.73900 -0.79371 -4.29486  0.09
H 0.72478 -3.96635 -2.53980  0.33
H 2.26106 -3.42218 -3.25851  0.27
H 0.98327 -4.07429 -4.29577  0.41
N -0.53929 -4.44999 0.97317  -0.76
C -0.35709 -3.31774 0.70691  0.32

Cartesian forces (eV/Å) of the 2 atoms listed first:
O -0.5 0.3 0.8
O 0.1 0.5 -0.5

Values from the calculation:
HOMO energy (alpha / beta): -10.82 / -10.84 eV
total charge: +1
2S+1: 5
orbital gap (alpha / beta): 8.168 / 8.345 eV
relative energy (zero: lowest compared OMol25 entry of this formula, charge and spin): 0.0000 eV
strongest force on any atom: 2.301 eV/Å
DFT total energy: -69177.5364 eV
expectation value of S²: 6.005
molecular weight: 712.93 g mol⁻¹

***

[3]
Density functional theory data (the ωB97M-V functional and the def2-TZVPD basis) for 3 unconnected molecules or ions with the total composition C2H11NO3 in a non-equilibrium geometry.

Each line ends with the Mulliken charge.
CARTESIAN COORDINATES (ANGSTROEM)
C -0.67928 -1.27364 -0.86245  -0.78
N -0.39542 -0.42342 0.29973  -0.36
C 0.42204 -1.27988 1.20035  -0.75
O -0.35694 -2.23664 1.81610  -0.53
H -0.17698 -2.17090 -0.81296  0.33
H -0.49603 -0.58176 -1.71457  0.28
H -1.73134 -1.38220 -1.13725  0.33
H -1.15762 -0.15310 0.89560  0.25
H 1.17805 -1.80587 0.62927  0.44
H 0.98152 -0.70756 2.01493  0.38
H -0.56252 -1.95180 2.81018  0.36
O -1.65509 4.15368 -1.67389  -0.66
H -1.41244 4.05321 -0.72077  0.33
H -0.81667 4.02141 -2.24761  0.33
O 2.55906 0.41540 0.02586  -0.63
H 1.72029 0.05905 -0.17525  0.39
H 2.57938 1.26400 -0.34726  0.28

Cartesian forces (eV/Å) of the 2 atoms listed first:
C -2.5 4.2 -1.6
N 2.1 -1.4 1.4

Values from the calculation:
structure (SMILES): CNCO.O.O
HOMO energy: -9.35 eV
total charge: 0
orbital gap: 9.805 eV
relative energy (zero: lowest compared OMol25 entry of this formula, charge and spin): 1.8973 eV
strongest force on any atom: 5.201 eV/Å
DFT total energy: -9883.3026 eV
molecular weight: 97.11 g mol⁻¹

***

[4]
Density functional theory data (the ωB97M-V functional and the def2-TZVPD basis) for 2 unconnected molecules or ions with the total composition C4H8O2 in a non-equilibrium geometry.

Each line ends with the Mulliken charge.
CARTESIAN COORDINATES (ANGSTROEM)
C 1.36448 -1.51847 1.02906  -0.80
C 2.11416 -0.49315 0.67264  0.21
O 2.68902 -0.38311 -0.56584  -0.48
H 0.68802 -1.55124 1.87276  0.24
H 1.21639 -2.34825 0.34126  0.22
H 2.16886 0.39953 1.28253  0.31
H 2.13696 -0.90985 -1.15109  0.29
C -1.59377 0.17089 -1.24301  -0.63
C -1.79269 1.18358 -0.42262  -0.05
O -2.68500 1.08517 0.62066  -0.48
H -1.24289 0.24950 -2.26057  0.29
H -2.10456 -0.76027 -0.99852  0.24
H -1.23080 2.11445 -0.46811  0.34
H -2.22123 1.05978 1.46890  0.30

Cartesian forces (eV/Å) of the 2 atoms listed first:
C -0.8 -0.6 -0.3
C -0.7 0.3 -0.1

Values from the calculation:
structure (SMILES): C=CO.C=CO
HOMO energy: -9.32 eV
total charge: 0
orbital gap: 10.058 eV
relative energy (zero: lowest compared OMol25 entry of this formula, charge and spin): 2.9501 eV
strongest force on any atom: 1.400 eV/Å
DFT total energy: -8370.3316 eV
molecular weight: 88.11 g mol⁻¹

***

[5]
Density functional theory data (the ωB97M-V functional and the def2-TZVPD basis) for 8 unconnected molecules or ions with the total composition C35H78N2O10PS in a non-equilibrium geometry.

Each line ends with the Mulliken charge.
CARTESIAN COORDINATES (ANGSTROEM)
C -3.34227 2.54916 -1.38847  -1.23
C -4.76717 2.01317 -1.54553  -0.09
C -4.79220 0.63425 -2.24782  -0.73
C -5.37376 -0.47402 -1.36954  -0.72
C -4.33764 -0.97328 -0.33930  -0.24
C -3.70835 -2.29385 -0.75315  -1.05
C -2.47965 -2.65125 0.08768  0.37
C -1.31393 -3.16866 -0.75261  -1.70
C -0.84670 -2.07580 -1.72670  -0.43
C 0.64187 -2.00607 -1.94905  1.06
C 1.27423 -3.25928 -2.56231  -1.05
C 2.40112 -2.90859 -3.51635  -1.47
C 3.60725 -2.33745 -2.75665  0.67
C 3.89001 -0.87520 -3.05209  0.50
C 5.16365 -0.37846 -2.33400  -1.94
C 4.87952 -0.20141 -0.87007  0.85
C 5.21112 -1.22509 0.02638  0.80
C 5.99358 -2.45001 -0.34909  -0.53
O 7.15685 -2.35829 -0.43356  -0.43
O 5.38009 -3.65022 -0.57677  -0.22
P 4.36470 -4.26056 0.56165  0.38
S 5.13938 -4.51985 2.29175  -0.32
C 4.91294 -1.09151 1.37547  -0.51
C 4.30420 0.06152 1.82029  -0.53
N 4.01085 1.06436 0.97879  0.37
C 3.44163 2.32619 1.50958  -0.39
C 2.75496 2.20225 2.85789  0.29
C 3.07807 3.25828 3.85647  -1.36
N 1.93004 1.28711 3.14443  -0.62
C 4.28616 0.97553 -0.35511  0.45
C 4.00697 2.17656 -1.21001  -1.30
C 2.56558 2.40549 -1.68611  0.00
O 2.65150 3.56214 -2.51641  -0.33
C 1.54065 4.43255 -2.37648  -0.25
C 1.53943 5.39585 -3.54753  -1.33
H -2.98423 2.95699 -2.32873  0.33
H -2.67518 1.77174 -1.02502  0.16
H -3.33367 3.35370 -0.65668  0.40
H -5.34675 2.69388 -2.15595  0.48
H -5.23055 1.92579 -0.57087  -0.01
H -3.77252 0.34544 -2.50203  0.29
H -5.38806 0.72705 -3.14961  0.42
H -5.63892 -1.31122 -2.01427  0.49
H -6.25036 -0.10420 -0.85408  0.08
H -3.56451 -0.21132 -0.25826  0.16
H -4.83616 -1.06646 0.62262  0.31
H -3.48239 -2.22412 -1.81623  0.43
H -4.48078 -3.05343 -0.65508  0.28
H -2.17237 -1.76945 0.64804  -0.03
H -2.77386 -3.39833 0.82417  0.32
H -1.67490 -4.05180 -1.27341  0.54
H -0.51723 -3.45415 -0.06535  0.54
H -1.38066 -2.18227 -2.66673  0.62
H -1.16482 -1.12170 -1.30419  0.05
H 0.82878 -1.18539 -2.63386  -0.01
H 1.15829 -1.73662 -1.02506  -0.57
H 1.61639 -3.94095 -1.78260  0.22
H 0.51205 -3.80079 -3.12222  0.59
H 2.70324 -3.79483 -4.06517  0.36
H 2.03652 -2.18325 -4.24115  0.54
H 3.41604 -2.48352 -1.69478  -0.76
H 4.48986 -2.93287 -2.97907  0.66
H 3.05003 -0.30164 -2.67578  -0.84
H 4.00359 -0.75914 -4.12377  0.48
H 5.54228 0.52576 -2.79188  0.63
H 5.92950 -1.13457 -2.46512  0.78
H 3.27902 -3.37059 0.53158  0.00
H 3.97091 -5.45078 -0.04521  0.14
H 5.19346 -1.86567 2.07348  0.43
H 4.10106 0.17555 2.86813  0.59
H 2.71359 2.73318 0.82676  0.25
H 4.24766 3.04933 1.59116  0.47
H 2.96892 4.23568 3.38704  0.31
H 2.39598 3.17363 4.68748  0.41
H 4.10870 3.17670 4.19243  0.33
H 1.81006 0.64829 2.35044  0.14
H 4.30019 3.06071 -0.64828  0.24
H 4.62523 2.18881 -2.09218  0.66
H 2.21452 1.57604 -2.29391  0.05
H 1.85143 2.57615 -0.88434  0.27
H 1.61469 5.06380 -1.48658  0.42
H 0.58166 3.91687 -2.31012  0.41
H 2.58568 5.61318 -3.74836  0.32
H 1.12342 4.97469 -4.45320  0.29
H 1.07576 6.33849 -3.28575  0.40
C -0.62947 -1.55743 1.76860  -0.10
O 0.52846 -1.15300 1.01513  0.03
H -1.09176 -0.65848 2.16656  0.35
H -1.34315 -2.07280 1.12754  -0.63
H -0.34799 -2.21051 2.59333  0.38
H 0.92783 -1.95043 0.65868  -0.10
C -7.90349 2.22624 1.26491  -0.54
O -7.76521 1.67199 -0.04096  -0.46
H -7.21244 3.06168 1.35142  0.25
H -8.92111 2.58936 1.42706  0.33
H -7.65828 1.47654 2.02027  0.13
H -8.38316 0.93726 -0.09542  0.26
C 0.73971 2.14968 -5.42938  -0.41
O 0.20829 1.08655 -4.63782  -0.40
H 1.33236 1.71014 -6.22614  0.31
H -0.07388 2.73223 -5.86816  0.32
H 1.36309 2.80216 -4.81432  -0.05
H -0.32908 1.47609 -3.94139  0.20
C 4.10804 6.26911 0.46579  -0.44
O 4.53906 5.89238 -0.83765  -0.52
H 4.68504 7.13821 0.76639  0.34
H 3.04598 6.53131 0.47097  0.24
H 4.28319 5.46414 1.18978  0.11
H 4.02496 5.12625 -1.10601  0.29
C -7.79796 -1.50230 3.63493  -0.46
O -8.06013 -1.13795 2.28186  -0.42
H -7.68269 -0.58415 4.20466  0.24
H -8.62661 -2.07712 4.05458  0.29
H -6.87679 -2.08558 3.71285  0.11
H -8.16351 -1.94758 1.77503  0.26
C -3.03547 -2.96302 4.48250  -0.37
O -2.57905 -3.42749 3.20497  -0.42
H -2.47476 -2.06599 4.72892  0.24
H -4.10011 -2.72025 4.44355  0.04
H -2.85974 -3.71122 5.25134  0.28
H -3.07529 -4.22206 2.99224  0.24
C -0.08992 -3.42609 7.84490  -0.55
O -1.08573 -3.77754 6.88624  -0.44
H -0.59434 -2.94751 8.67935  0.21
H 0.43510 -4.31179 8.21006  0.25
H 0.63412 -2.72589 7.41981  0.24
H -0.63939 -4.20308 6.14893  0.28

Cartesian forces (eV/Å) of the 2 atoms listed first:
C -0.5 0.3 0.2
C 0.7 -0.6 -0.3

Values from the calculation:
HOMO energy: -11.42 eV
total charge: +1
orbital gap: 7.439 eV
strongest force on any atom: 4.032 eV/Å
DFT total energy: -81128.1934 eV
molecular weight: 750.05 g mol⁻¹